Entry from the OMol25 dataset: C4H9CoMgO4 as an isolated structure (ωB97M-V/def2-TZVPD).

Calculated values
**HOMO energy (spin up / spin down)**: -10.30 / -14.33 eV
**Lowest unoccupied orbital energy (spin up / spin down)**: -4.25 / -5.92 eV
**E**: -55545.5241 eV
**HOMO-LUMO gap (spin up / spin down)**: 0.22226 / 0.30938 hartree
**Charge**: +1
**Spin multiplicity**: 6

The geometry in XYZ format:
```
19
Properties=species:S:1:pos:R:3:forces:R:3:lowdin_charge:R:1
O 2.048281 1.714532 0.452428 0.27 0.60 0.08 -0.4050
Co 3.428066 0.699454 1.162987 1.42 0.88 0.27 0.8228
O 2.451497 -0.763694 0.495865 -0.52 0.08 0.47 -0.4304
C 1.782944 -1.772632 -0.109471 0.27 -0.62 -1.29 -0.3018
O 0.386066 -1.411630 -0.171148 -0.11 0.44 0.78 -0.1680
C -0.058485 -0.565278 -1.240659 2.01 1.58 -1.35 -0.1659
C -1.333459 0.058728 -0.724818 -0.35 0.10 -0.22 -0.1525
O -1.021421 0.819395 0.448862 1.27 -0.02 0.16 -0.2931
C -2.118655 1.446115 1.091920 -0.66 0.14 0.37 -0.0334
Mg 0.854780 0.389043 1.140826 -1.02 -0.78 -0.71 0.8100
H 1.900110 -2.693588 0.485703 -0.53 0.17 -0.45 0.1529
H 2.094559 -1.901039 -1.162930 0.19 -0.20 0.48 0.1517
H -0.268832 -1.153051 -2.144105 0.05 0.08 0.26 0.1408
H 0.823740 0.306558 -1.629363 -2.48 -2.37 1.49 0.2246
H -2.046427 -0.721467 -0.412335 0.16 0.15 -0.39 0.1548
H -1.772149 0.731142 -1.475675 0.03 -0.25 0.18 0.1539
H -1.713883 2.133179 1.842597 -0.12 -0.11 -0.21 0.1089
H -2.712913 2.009547 0.359606 0.14 -0.17 0.25 0.1157
H -2.723826 0.674685 1.589714 -0.04 0.32 -0.17 0.1141
```
Positions in Å, forces in eV/Å.